The following is a quantum chemistry calculation of a single C4H8O2 molecule in a non-equilibrium geometry, from the Open Molecules 2025 dataset.

Last column: Löwdin charge in e.
Positions of all 14 atoms, in Å:
1 O -1.37 0.88 -1.28  0.01
2 C -1.85 0.81 -0.18  -0.22
3 C -0.96 -0.06 0.67  -0.17
4 C 0.15 -0.90 -0.01  -0.17
5 C 1.37 -0.10 -0.43  -0.28
6 O 1.89 0.53 0.73  -0.07
7 H -2.95 1.04 -0.20  0.13
8 H -1.71 -0.72 1.07  0.11
9 H -0.55 0.59 1.43  0.11
10 H 0.46 -1.65 0.73  0.12
11 H -0.24 -1.44 -0.88  0.12
12 H 2.12 -0.79 -0.87  0.12
13 H 1.09 0.63 -1.20  0.11
14 H 2.55 1.18 0.44  0.09

Max |F|: 0.0697 Eh/bohr
Electronic energy: -307.6365 hartree
Net charge: 0
Structure (SMILES): O=CCCCO
Energy above the lowest of the compared OMol25 structures with the same formula, charge and spin: 199.2 kJ/mol